# 1
ORCA calculation (ωB97M-V/def2-TZVPD) on a structure of composition C29H38N4O2P2V at a distorted geometry.

The geometry in XYZ format:
```
76
Properties=species:S:1:pos:R:3:lowdin_spin:R:1
V -1.811 -0.624 -1.604 2.918
C -4.305 -1.932 -5.471 0.001
C -3.328 -1.228 -6.064 0.000
C -3.447 0.183 -6.560 0.000
C -4.299 1.196 -5.740 0.001
C -4.340 1.064 -4.246 0.007
C -4.959 0.089 -3.546 0.009
C -6.107 -0.648 -4.157 0.000
C -5.748 -1.480 -5.390 0.000
C -1.490 0.706 0.512 -0.073
H -4.176 -2.955 -5.087 0.000
H -2.424 -1.723 -6.442 0.000
H -3.886 0.177 -7.566 0.000
H -2.453 0.620 -6.696 0.000
H -3.905 2.209 -5.935 0.000
H -5.321 1.218 -6.135 0.000
H -4.162 2.031 -3.748 0.000
H -4.735 -0.123 -2.486 0.009
H -6.844 0.110 -4.470 0.000
H -6.607 -1.283 -3.418 0.000
H -6.385 -2.377 -5.401 0.000
H -6.043 -0.928 -6.292 0.000
H -1.490 -0.412 0.334 0.007
H -2.237 0.917 1.307 -0.010
H -0.514 0.997 0.946 -0.002
P -1.808 1.672 -0.983 -0.188
P 0.221 -0.217 -2.731 0.133
N -3.536 1.799 -0.589 0.017
N -1.103 3.136 -0.602 -0.006
N -0.740 -1.883 -3.030 0.019
N 1.565 -0.634 -3.637 0.040
C -1.835 1.633 -2.834 -0.082
C -0.744 1.021 -3.756 0.022
C -4.290 0.866 0.131 0.008
C -5.547 1.414 0.354 -0.003
C -5.598 2.653 -0.366 0.000
C -4.359 2.840 -0.970 -0.002
C -1.058 3.639 0.705 -0.002
C -0.464 4.877 0.668 -0.003
C -0.122 5.147 -0.702 -0.003
C -0.490 4.055 -1.454 -0.003
C -1.393 -2.654 -1.935 0.025
C -2.407 -3.445 -2.513 0.042
C -2.188 -3.402 -3.902 0.009
C -1.262 -2.391 -4.184 0.039
C 1.771 -1.580 -4.656 0.006
C 3.119 -1.873 -4.751 0.001
C 3.800 -1.067 -3.767 0.000
C 2.845 -0.305 -3.117 0.003
H -1.982 2.679 -3.129 -0.015
H -2.783 1.146 -3.110 0.008
H -1.220 0.560 -4.644 0.002
H -0.104 1.831 -4.168 0.006
H -3.863 -0.069 0.474 0.006
H -6.294 0.976 1.004 0.000
H -6.418 3.356 -0.392 0.000
H -3.980 3.631 -1.603 0.000
H -1.473 3.048 1.514 -0.001
H -0.369 5.523 1.529 0.000
H 0.266 6.075 -1.093 0.000
H -0.408 3.840 -2.517 -0.001
H -0.936 -2.738 -0.942 0.007
H -3.166 -4.015 -1.971 0.004
H -2.630 -4.070 -4.643 0.000
H -0.952 -2.036 -5.159 0.002
H 0.934 -1.980 -5.204 0.000
H 3.584 -2.567 -5.457 0.000
H 4.870 -1.041 -3.580 0.000
H 2.921 0.425 -2.319 0.001
C 2.744 -1.150 0.719 0.002
C 1.568 -0.652 -0.098 0.004
O 1.545 0.559 -0.486 0.022
O 0.694 -1.541 -0.375 0.012
H 3.312 -0.345 1.178 0.000
H 3.420 -1.735 0.084 0.000
H 2.340 -1.782 1.508 0.000
```

Multiplicity: 4
Net charge: 0
HOMO-LUMO gap (spin up / spin down), eV: 6.40 / 5.62
HOMO energy (spin up / spin down), eV: -6.271 / -5.666


# 2
ORCA calculation (ωB97M-V/def2-TZVPD) on a cluster of 2 separate species, C3H3NO2 in total at a distorted geometry.

The geometry in XYZ format:
```
9
Properties=species:S:1:pos:R:3:mulliken_charge:R:1
C -0.153 -0.326 -3.158 0.221
C -0.116 -0.115 1.020 -0.671
C -0.386 -0.517 -4.379 -0.955
N 0.111 0.508 2.216 0.809
O -0.121 1.587 2.335 -0.682
O 0.715 -0.231 3.186 -0.764
H -0.011 -0.139 -1.959 -0.250
H 0.141 -1.148 0.823 0.221
H -0.179 0.382 -0.085 0.069
```

Net charge: -2
HOMO-LUMO gap, eV: 6.98
HOMO energy, eV: -0.179


# 3
ORCA calculation (ωB97M-V/def2-TZVPD) on a cluster of 2 separate species, C12H17N in total at a distorted geometry.

The geometry in XYZ format:
```
30
Properties=species:S:1:pos:R:3:mulliken_charge:R:1
C 4.238 -0.857 0.529 -1.302
C 1.040 1.086 0.492 -0.181
C 1.965 0.221 -0.107 1.376
C 3.050 0.014 0.824 0.345
C 2.734 0.754 1.919 -0.702
C -0.167 1.250 -1.512 -0.414
C -0.076 1.597 -0.177 -1.104
C 0.732 0.389 -2.134 -0.653
C 1.819 -0.113 -1.456 -0.415
N 1.527 1.398 1.739 -0.020
H -0.981 1.673 -2.079 0.414
H -0.791 2.285 0.249 0.382
H 0.519 0.148 -3.162 0.387
H 2.564 -0.698 -1.973 0.347
H 1.231 2.096 2.399 0.191
H 3.372 0.950 2.771 0.380
H 3.928 -1.898 0.589 0.285
H 5.007 -0.698 1.275 0.353
H 4.633 -0.609 -0.450 0.330
C -2.691 -0.874 -0.076 0.102
C -3.664 -2.073 0.040 -1.289
C -3.428 0.441 0.131 -1.049
H -1.968 -0.939 0.738 0.171
H -2.169 -0.935 -1.027 0.233
H -3.205 -2.932 -0.442 0.367
H -4.257 0.596 -0.562 0.348
H -3.733 0.643 1.154 0.318
H -2.752 1.238 -0.198 0.150
H -3.932 -2.324 1.056 0.331
H -4.546 -1.827 -0.546 0.317
```

Net charge: 0
HOMO-LUMO gap, eV: 8.76
HOMO energy, eV: -7.825


# 4
ORCA calculation (ωB97M-V/def2-TZVPD) on a cluster of 2 separate species, CH3NO2 in total at a distorted geometry.

The geometry in XYZ format:
```
7
Properties=species:S:1:pos:R:3:mulliken_charge:R:1
C -1.789 0.523 0.314 0.086
N -1.256 -0.217 -0.655 -0.282
O -2.127 -0.739 0.438 -0.168
O 1.656 0.068 0.041 -0.689
H 1.230 0.970 -0.140 0.352
H -0.256 -0.652 -0.561 0.374
H 2.542 0.047 0.563 0.327
```

Net charge: 0
HOMO-LUMO gap, eV: 11.09
HOMO energy, eV: -10.599


# 5
ORCA calculation (ωB97M-V/def2-TZVPD) on the molecule C4H9NO2.

The geometry in XYZ format:
```
16
Properties=species:S:1:pos:R:3:mulliken_charge:R:1
C -0.322 -0.637 -1.785 -0.769
O 0.053 -1.455 0.697 -0.486
C 1.248 -0.693 0.860 -0.673
C -0.030 -0.047 0.567 1.037
N -0.227 0.443 -0.797 -0.134
O 0.932 1.228 -1.097 -0.427
C -0.847 0.631 1.639 -1.286
H 0.272 -1.520 -1.539 0.316
H -1.364 -0.948 -1.871 0.284
H 0.011 -0.241 -2.740 0.296
H 1.973 -0.762 0.048 0.254
H 1.660 -0.695 1.867 0.304
H 0.561 2.054 -1.433 0.328
H -0.526 1.665 1.804 0.288
H -0.735 0.075 2.575 0.378
H -1.906 0.641 1.364 0.288
```

Net charge: 0
HOMO-LUMO gap, eV: 10.14
HOMO energy, eV: -9.209


# 6
ORCA calculation (ωB97M-V/def2-TZVPD) on a structure of composition C40H32CrF6N4O8P2S2 at a distorted geometry.

The geometry in XYZ format:
```
95
Properties=species:S:1:pos:R:3:lowdin_spin:R:1
Cr -1.014 -0.766 -1.347 2.871
O -3.155 3.856 -1.272 0.000
C -3.618 3.189 -0.215 0.000
C -4.083 3.911 0.888 0.000
C -4.553 3.263 2.010 0.000
C -4.601 1.870 2.060 0.000
C -4.162 1.137 0.986 0.000
C -3.642 1.779 -0.148 -0.001
C -2.939 0.958 -1.103 -0.005
O -2.791 -0.293 -0.885 -0.003
N -2.324 1.484 -2.177 -0.021
N -1.480 0.590 -2.638 -0.053
C -0.990 0.525 -3.842 0.071
C -0.417 -0.757 -4.114 0.006
C 0.146 -1.169 -5.328 0.013
C 0.556 -2.482 -5.468 0.010
C 0.378 -3.363 -4.403 0.012
C -0.181 -2.887 -3.231 0.013
N -0.542 -1.623 -3.080 -0.008
H -2.839 3.229 -1.954 0.000
H -4.055 4.987 0.827 0.000
H -4.901 3.841 2.853 0.000
H -4.970 1.367 2.938 0.000
H -4.181 0.058 0.993 0.000
H -1.124 1.304 -4.581 0.002
H 0.250 -0.457 -6.130 0.000
H 0.985 -2.829 -6.396 0.000
H 0.662 -4.399 -4.484 0.000
H -0.381 -3.537 -2.391 0.000
F -0.143 -3.164 2.500 0.000
C -1.348 -3.600 2.083 0.000
F -1.171 -4.795 1.539 0.000
F -2.120 -3.720 3.153 0.000
S -1.901 -2.296 0.825 0.003
O -0.871 -2.507 -0.182 0.020
O -1.733 -1.100 1.585 0.003
N -3.332 -2.676 0.417 0.000
S -3.812 -2.820 -1.096 0.003
O -5.141 -2.371 -1.284 0.001
O -2.823 -2.501 -2.092 0.023
C -3.794 -4.695 -1.224 0.001
F -4.332 -5.134 -2.355 0.000
F -4.382 -5.303 -0.203 0.000
F -2.499 -5.047 -1.232 0.000
O -0.773 0.904 0.087 0.012
P 0.121 1.273 1.224 0.002
C 1.282 -0.113 1.540 0.000
P 2.056 -0.682 -0.033 0.003
O 1.078 -0.843 -1.164 0.018
C 2.818 -2.270 0.410 0.001
C 3.969 -2.351 1.187 0.000
C 4.453 -3.591 1.567 0.000
C 3.791 -4.746 1.176 0.000
C 2.657 -4.664 0.384 0.000
C 2.170 -3.427 0.000 0.000
C 3.328 0.489 -0.573 0.000
C 3.550 0.531 -1.946 0.000
C 4.573 1.307 -2.458 0.000
C 5.372 2.049 -1.602 0.000
C 5.143 2.015 -0.235 0.000
C 4.124 1.234 0.286 0.000
C 1.131 2.680 0.683 0.000
C 1.116 2.962 -0.679 0.000
C 1.894 3.988 -1.185 0.000
C 2.706 4.719 -0.333 0.000
C 2.719 4.443 1.026 0.000
C 1.925 3.432 1.542 0.000
C -0.718 1.637 2.793 0.001
C -1.040 2.957 3.089 0.000
C -1.693 3.265 4.270 0.000
C -2.068 2.255 5.142 0.000
C -1.749 0.940 4.847 0.000
C -1.058 0.630 3.690 0.000
H 0.674 -0.943 1.906 0.000
H 2.032 0.156 2.281 0.000
H 4.488 -1.450 1.483 0.000
H 5.340 -3.656 2.180 0.000
H 4.162 -5.709 1.491 0.000
H 2.134 -5.560 0.088 0.000
H 1.281 -3.332 -0.606 0.000
H 2.913 -0.056 -2.592 0.000
H 4.752 1.335 -3.521 0.000
H 6.179 2.650 -1.995 0.000
H 5.760 2.604 0.428 0.000
H 3.953 1.210 1.353 0.000
H 0.482 2.369 -1.330 0.000
H 1.869 4.228 -2.238 0.000
H 3.320 5.516 -0.727 0.000
H 3.342 5.035 1.680 0.000
H 1.908 3.237 2.606 0.000
H -0.758 3.745 2.404 0.000
H -1.902 4.295 4.511 0.000
H -2.603 2.494 6.048 0.000
H -2.029 0.148 5.524 0.000
H -0.806 -0.398 3.492 0.000
```

Multiplicity: 4
Net charge: +1
HOMO-LUMO gap (spin up / spin down), eV: 6.96 / 6.43
HOMO energy (spin up / spin down), eV: -10.598 / -10.584


# 7
ORCA calculation (ωB97M-V/def2-TZVPD) on a cluster of 2 separate species, C2H9O2 in total at a distorted geometry.

The geometry in XYZ format:
```
13
Properties=species:S:1:pos:R:3:mulliken_charge:R:1
O 1.748 1.658 -1.224 -0.691
H 0.793 1.053 -0.430 0.406
H 1.583 1.850 -2.209 0.392
H 2.510 0.967 -1.129 0.406
C -0.404 -0.741 -0.175 -0.067
O 0.163 0.646 0.324 -0.420
C -1.237 -1.194 1.067 -1.008
H -0.916 -0.566 -1.167 0.345
H 0.369 -1.321 -0.299 0.268
H -0.192 1.445 0.719 0.392
H -2.209 -0.789 0.951 0.344
H -1.293 -2.317 1.573 0.324
H -0.915 -0.691 2.000 0.310
```

Net charge: +1
HOMO-LUMO gap, eV: 12.87
HOMO energy, eV: -16.706


# 8
ORCA calculation (ωB97M-V/def2-TZVPD) on a structure of composition C38H55BHfN10O2S5 at a distorted geometry.

The geometry in XYZ format:
```
112
Properties=species:S:1:pos:R:3:mulliken_charge:R:1
Hf -2.638 1.069 0.787 1.233
C 0.914 -0.604 4.267 -2.341
C 1.272 -0.380 2.854 -0.071
C 2.551 -0.029 2.536 -0.471
C 2.837 0.484 1.260 -0.543
N 1.867 0.499 0.322 -0.168
N 0.744 -0.121 0.530 1.430
B 0.093 -0.578 -0.766 -1.581
N 0.714 0.298 -1.880 0.933
N 1.587 -0.363 -2.655 -0.607
C 2.190 0.347 -3.621 -0.382
C 1.756 1.670 -3.914 -0.521
C 0.828 2.280 -3.079 0.986
C 0.211 3.572 -3.346 -2.170
C 0.271 1.560 -1.979 0.925
S -0.760 2.289 -0.811 -0.401
C 3.233 -0.428 -4.403 2.332
C 2.564 -1.233 -5.550 -1.505
C 3.884 -1.414 -3.426 -1.670
C 4.236 0.514 -5.011 -2.174
N -0.034 -2.129 -0.910 0.687
N 0.925 -3.060 -0.737 -1.101
C 0.516 -4.242 -1.085 -0.026
C -0.816 -4.511 -1.513 -0.005
C -1.779 -3.585 -1.564 0.433
C -3.162 -3.810 -1.993 -1.851
C -1.276 -2.256 -1.291 0.283
S -1.968 -0.644 -1.314 -0.254
C 1.448 -5.478 -0.837 1.996
C 2.959 -4.976 -0.925 -1.578
C 0.983 -6.121 0.468 -1.854
C 1.251 -6.457 -1.998 -1.628
C 0.281 -0.450 1.833 1.168
S -1.322 -1.025 2.150 -0.351
C 4.206 1.117 1.000 2.258
C 5.163 -0.081 0.943 -1.412
C 4.592 2.050 2.120 -1.715
C 4.110 1.880 -0.306 -1.747
H 1.096 0.211 4.902 0.413
H 1.443 -1.408 4.736 0.559
H -0.123 -0.999 4.419 0.358
H 3.270 0.030 3.326 0.688
H 2.211 2.266 -4.754 0.384
H 0.103 3.718 -4.371 0.530
H 0.875 4.420 -3.069 0.298
H -0.705 3.710 -2.804 0.456
H 1.903 -2.066 -5.087 0.191
H 3.249 -1.810 -6.167 0.440
H 1.882 -0.567 -6.160 0.345
H 3.269 -2.216 -3.140 0.276
H 4.291 -0.761 -2.608 0.207
H 4.820 -1.832 -3.929 0.476
H 3.858 1.016 -5.933 0.372
H 5.097 0.000 -5.302 0.541
H 4.607 1.221 -4.292 0.410
H -1.088 -5.523 -1.760 0.409
H -3.253 -3.730 -3.084 0.346
H -3.887 -3.136 -1.557 0.381
H -3.492 -4.840 -1.728 0.428
H 3.249 -4.447 -0.027 0.275
H 3.101 -4.437 -1.810 0.383
H 3.516 -5.932 -0.919 0.483
H 1.248 -5.647 1.363 0.421
H 1.309 -7.116 0.668 0.455
H -0.089 -6.203 0.454 0.431
H 1.447 -5.949 -3.014 0.276
H 0.290 -7.013 -1.929 0.403
H 1.973 -7.234 -1.827 0.541
H 5.025 -0.724 1.832 0.318
H 6.178 0.106 0.892 0.558
H 4.995 -0.695 -0.018 0.133
H 4.421 1.558 3.019 0.418
H 3.954 2.971 2.143 0.339
H 5.619 2.289 1.976 0.478
H 3.768 1.308 -1.213 -0.154
H 5.170 2.198 -0.372 0.545
H 3.599 2.774 -0.222 0.534
C -6.246 2.964 -2.021 -1.340
C -5.201 2.792 -0.962 0.601
S -4.341 1.261 -1.165 -0.240
C -5.008 3.636 0.079 0.523
C -5.807 4.879 0.330 -1.739
S -3.843 3.202 1.357 -0.283
H -6.949 2.142 -1.895 0.288
H -5.863 2.875 -3.042 0.299
H -6.649 3.973 -1.980 0.341
H -5.241 5.532 1.027 0.392
H -6.707 4.644 0.801 0.345
H -6.166 5.440 -0.539 0.435
N -5.378 0.155 3.665 -0.316
C -5.222 0.096 2.348 0.406
N -6.270 0.090 1.522 -0.298
O -4.007 -0.053 1.889 -0.493
H -6.182 -0.113 4.133 0.252
H -4.523 0.039 4.163 0.171
H -7.188 0.435 1.867 0.257
H -6.050 0.195 0.536 0.137
N -1.409 2.424 7.228 -0.406
C -1.988 2.050 6.055 0.286
O -2.791 1.128 5.888 -0.595
C -1.452 2.683 4.746 0.022
C -0.913 3.987 4.577 -0.196
C -0.631 4.400 3.293 -1.340
C -0.925 3.573 2.215 -0.422
N -1.398 2.343 2.389 0.775
C -1.615 1.912 3.619 0.244
H -1.874 1.968 8.004 0.302
H -1.005 3.330 7.437 0.212
H -0.710 4.625 5.473 0.269
H -0.172 5.420 3.127 0.417
H -0.965 3.910 1.207 0.621
H -1.942 0.893 3.841 0.191
```

Net charge: +2
HOMO-LUMO gap, eV: 6.00
HOMO energy, eV: -11.463


# 9
ORCA calculation (ωB97M-V/def2-TZVPD) on a structure of composition C26H31O10P2V.

The geometry in XYZ format:
```
70
Properties=species:S:1:pos:R:3:lowdin_spin:R:1
V 0.141 0.494 -1.315 2.761
C 3.832 1.351 -1.594 0.002
C 2.994 1.547 -0.359 0.011
C 3.076 0.676 0.729 0.004
C 4.069 -0.455 0.725 0.001
C 2.162 0.791 1.789 0.004
C 2.194 -0.267 2.864 0.001
C 1.238 1.841 1.802 0.002
C 0.219 2.013 2.900 0.000
C 1.233 2.785 0.760 0.003
C 0.342 3.997 0.862 0.000
C 2.066 2.602 -0.348 0.008
C 1.986 3.508 -1.550 0.003
H 4.628 0.629 -1.449 0.000
H 4.285 2.288 -1.927 0.000
H 3.215 0.989 -2.423 0.001
H 3.698 -1.285 0.120 0.000
H 4.252 -0.838 1.726 0.000
H 5.035 -0.144 0.326 0.000
H 3.103 -0.190 3.468 0.000
H 2.185 -1.267 2.428 0.000
H 1.355 -0.213 3.549 0.000
H 0.487 2.825 3.583 0.000
H 0.091 1.120 3.501 0.000
H -0.759 2.261 2.483 0.000
H -0.624 3.821 0.387 0.000
H 0.795 4.863 0.380 0.000
H 0.166 4.272 1.901 0.000
H 2.844 4.185 -1.609 0.000
H 1.086 4.118 -1.540 0.000
H 1.978 2.928 -2.474 0.001
O -0.401 2.864 -4.144 0.001
P -0.513 1.270 -4.174 0.005
O -0.679 0.791 -5.544 0.000
O 0.591 0.694 -3.288 0.029
O -1.885 0.986 -3.301 0.018
P -2.369 1.700 -1.941 0.010
O -3.150 3.011 -2.431 0.001
O -3.213 0.772 -1.156 0.007
O -1.088 2.214 -1.300 0.035
H -0.318 3.204 -3.243 0.000
H -4.018 2.795 -2.787 0.000
O -1.033 -0.316 0.379 0.016
C -0.833 -1.757 0.377 0.005
C 0.691 -1.985 0.100 0.008
O 1.229 -3.003 0.511 0.008
O 1.240 -1.077 -0.607 0.035
C -1.657 -2.330 -0.769 0.006
C -3.035 -2.449 -0.614 0.000
C -3.830 -2.842 -1.676 0.002
C -3.255 -3.120 -2.909 0.000
C -1.886 -3.011 -3.071 0.002
C -1.085 -2.623 -2.003 0.005
C -1.213 -2.330 1.728 0.000
C -1.280 -3.710 1.896 0.000
C -1.578 -4.255 3.133 0.000
C -1.817 -3.426 4.222 0.000
C -1.757 -2.053 4.060 0.000
C -1.455 -1.506 2.818 0.000
H -1.950 -0.101 0.086 0.002
H -3.491 -2.216 0.341 0.000
H -4.903 -2.913 -1.549 0.000
H -3.880 -3.410 -3.745 0.000
H -1.429 -3.210 -4.031 0.000
H -0.015 -2.538 -2.145 0.001
H -1.083 -4.358 1.052 0.000
H -1.618 -5.331 3.246 0.000
H -2.049 -3.851 5.191 0.000
H -1.946 -1.394 4.899 0.000
H -1.412 -0.433 2.694 0.000
```

Multiplicity: 4
Net charge: -1
HOMO-LUMO gap (spin up / spin down), eV: 7.64 / 8.65
HOMO energy (spin up / spin down), eV: -4.926 / -5.940


# 10
ORCA calculation (ωB97M-V/def2-TZVPD) on the molecule C4H6O2.

The geometry in XYZ format:
```
12
Properties=species:S:1:pos:R:3:mulliken_charge:R:1
O -2.109 0.331 0.231 -0.395
C -1.118 -0.379 -0.202 -0.051
C 0.038 0.030 -0.991 -0.292
C 1.181 -0.432 -0.119 -0.686
C 1.109 0.076 1.162 0.114
O 0.088 0.690 1.589 -0.663
H -1.818 1.259 0.298 0.415
H -1.271 -1.445 -0.038 0.356
H 0.021 -0.555 -1.919 0.285
H 0.019 1.104 -1.231 0.224
H 2.009 -1.000 -0.525 0.355
H 1.988 -0.029 1.823 0.340
```

Net charge: 0
HOMO-LUMO gap (spin up / spin down), eV: 7.24 / 7.24
HOMO energy (spin up / spin down), eV: -7.514 / -7.513


In order of appearance, M = 587.54; 85.06; 175.28; 61.04; 103.12; 988.78; 65.09; 1033.56; 616.42; 86.09 g mol⁻¹.
In order of appearance, energy relative to the best compared isomer or geometry (same formula, charge and spin) = 461.7; 104.6; 38.1; 587.1; 383.5; 209.2; 167.2; 291.7; 54.5; 319.0 kJ/mol.